This record from the Open Molecules 2025 dataset describes a cluster of 2 separate species, C4H8BO4 in total. The level of theory is ωB97M-V/def2-TZVPD.

The orbital gap comes out at 7.6 eV. Its charge is -1. The value obtained for the energy above the lowest of the compared OMol25 structures with the same formula, charge and spin is 68.1 kJ/mol.

Bonds (Å) are listed after each position.
Atoms and positions in Å:
1 B 3.43617 0.16500 -0.52386  O8 1.201, O9 1.275
2 C 0.16989 -0.23265 0.47031  C5 1.339, O6 1.340, O7 1.400
3 C -1.84211 1.22127 0.41170  C5 1.519, H10 1.133, H11 1.040, H12 1.135
4 C -1.71587 -1.03544 -0.87415  C5 1.507, H13 1.155, H14 1.143, H15 1.115
5 C -1.11488 -0.08078 0.12467  C2 1.339, C3 1.519, C4 1.507
6 O 0.84904 -1.37624 0.30804  C2 1.340, H16 1.050
7 O 0.78786 0.78734 1.20287  C2 1.400, H17 1.012
8 O 3.95402 0.74724 -1.43778  B1 1.201
9 O 3.11415 -0.52532 0.49807  B1 1.275
10 H -2.42282 1.77152 -0.39075  C3 1.133
11 H -2.34415 1.05346 1.30696  C3 1.040
12 H -0.96182 1.87589 0.70417  C3 1.135
13 H -2.16174 -2.06941 -0.61675  C4 1.155
14 H -0.85923 -1.35400 -1.56054  C4 1.143
15 H -2.52591 -0.49236 -1.41505  C4 1.115
16 H 1.84582 -1.13025 0.52761  O6 1.050
17 H 1.79157 0.67472 1.26452  O7 1.012